The following is a quantum chemistry calculation of a single C6H10O3 molecule at a distorted geometry, from OMol25.

Calculated values
frontier orbital gap	10.4847	eV
SMILES	C=C[C@H](O)[C@@H](C)C(=O)O
electronic energy	-460.322729	hartree
energy above the lowest of the compared OMol25 structures with the same formula, charge and spin	72.7	kJ/mol

Last column: natural (NBO) charge in e.
Element x y z (Å)
O (1.40, -1.40, 1.36)  -0.64
H (-0.81, 2.39, -0.81)  0.19
H (-0.24, 0.26, -1.89)  0.22
C (-0.70, -0.69, -1.60)  -0.61
H (-0.28, -1.46, -2.24)  0.22
H (-0.90, -1.94, 0.15)  0.25
C (1.04, -1.10, 0.22)  0.83
C (0.13, 1.28, 0.71)  -0.23
H (0.65, 3.17, -0.05)  0.20
H (-1.77, -0.62, -1.76)  0.21
C (-0.42, -1.00, -0.14)  -0.36
C (-0.92, 0.09, 0.86)  0.10
O (1.90, -0.88, -0.77)  -0.66
H (0.90, 1.28, 1.48)  0.21
H (-1.91, 0.45, 0.58)  0.19
H (0.05, -0.82, 2.26)  0.50
H (2.81, -0.96, -0.44)  0.50
O (-0.91, -0.39, 2.15)  -0.73
C (-0.03, 2.33, -0.07)  -0.39

The following is a quantum chemistry calculation of a molecular structure, C12B3O26V at a distorted geometry, from OMol25.

Calculated values
frontier orbital gap	7.5065	eV
net charge	-2
electronic energy	-3432.942680	hartree
energy above the lowest of the compared OMol25 structures with the same formula, charge and spin	283.9	kJ/mol

Last column: Mulliken charge in e.
Element x y z (Å)
C (3.56, -1.77, -0.08)  0.51
O (-3.85, -1.54, -0.30)  -0.33
O (2.83, 1.27, -1.12)  -0.22
O (-1.84, -2.63, -0.98)  -0.59
C (-0.71, -2.02, -0.97)  0.34
B (3.75, 0.47, -0.31)  1.24
V (0.53, 2.38, -2.21)  1.26
O (-5.72, -3.19, -2.76)  -0.66
C (-0.89, -1.53, 2.48)  0.62
O (0.00, 0.36, -1.42)  -0.12
O (3.50, -2.99, -0.20)  -0.64
O (-5.84, -2.35, 0.26)  -0.64
O (0.68, 3.79, 2.77)  -0.64
C (-0.84, -0.54, -1.42)  0.66
O (2.50, 3.43, -1.72)  -0.66
O (-3.31, -1.50, 2.96)  -0.61
O (3.97, -0.85, -0.90)  -0.47
O (-0.86, 1.42, 0.91)  -0.16
O (2.33, -1.67, 2.03)  -0.62
O (-2.19, 0.38, 2.72)  -0.53
O (5.32, 3.56, -0.80)  -0.58
O (4.93, 1.34, -0.24)  -0.49
B (-0.85, 0.79, 2.23)  1.21
C (4.64, 2.56, -0.75)  0.20
O (-0.10, 1.68, 3.07)  -0.64
O (-3.66, -2.24, -2.51)  -0.51
C (0.15, 2.78, 2.39)  0.41
C (-4.96, -2.20, -0.57)  0.66
B (-2.88, -1.71, -1.36)  1.12
O (0.31, -2.49, -0.58)  -0.49
O (-2.15, -0.46, -1.72)  -0.61
C (2.90, -1.01, 1.17)  0.69
O (-0.07, -0.47, 2.21)  -0.17
C (-2.24, -0.95, 2.86)  0.33
C (3.19, 2.50, -1.27)  0.99
C (-4.87, -2.62, -2.07)  0.48
O (3.14, 0.19, 0.99)  -0.51
O (-0.63, -2.78, 2.34)  -0.62
O (0.11, 3.23, -0.02)  -0.82
O (-0.89, 2.98, -2.52)  -0.52
C (-0.26, 2.58, 0.93)  0.66
O (1.25, 1.82, -3.51)  -0.52

The following is a quantum chemistry calculation of 2 unconnected molecules or ions with the total composition C3H3NOS at a distorted geometry, from OMol25.

Calculated values
frontier orbital gap	10.6318	eV
electronic energy	-644.194663	hartree
energy above the lowest of the compared OMol25 structures with the same formula, charge and spin	242.2	kJ/mol

Last column: natural (NBO) charge in e.
Element x y z (Å)
H (0.29, 0.89, 0.17)  0.25
N (5.27, -0.81, 0.03)  -0.42
H (-0.48, -0.09, -0.92)  0.25
H (-0.57, -0.53, 0.75)  0.24
C (4.51, 0.02, -0.16)  0.05
S (1.78, -0.70, -0.14)  0.44
C (0.08, -0.17, 0.02)  -0.79
O (2.35, 1.89, 0.35)  -0.46
C (2.57, 0.76, 0.13)  0.45

Q: What is the energy above the lowest of the compared OMol25 structures with the same formula, charge and spin in the third record?
A: 242.2 kJ/mol

Q: The lowest electronic energy belongs to which entry?
A: C12B3O26V

Q: What is the formula in the second record?
A: C12B3O26V